Entry 1:
88
Properties=species:S:1:pos:R:3:forces:R:3:mulliken_charge:R:1 method="wB97M-V/def2-TZVPD" homo_energy_ha=-0.27803 spin_multiplicity=1 charge=0
C 10.257778 3.156524 -0.906512 -1.3 0.6 0.6 -0.847
C 8.963278 2.485729 -1.665783 0.5 -0.8 -0.9 -0.084
C 8.194208 1.314370 -0.814892 -0.8 0.2 -0.6 -0.648
C 7.881422 1.682408 0.751772 -0.3 -0.8 0.5 -0.605
C 6.338997 2.185572 1.035623 0.3 -0.4 0.6 -0.672
C 6.102132 3.791987 0.671317 -0.8 -0.7 0.4 -0.061
C 5.107519 4.037302 -0.609208 -2.3 0.2 -2.5 0.544
C 3.676978 3.185912 -0.618126 0.8 2.2 -2.7 -0.943
C 2.558455 3.335259 -1.852601 3.6 3.7 -0.5 0.425
P 0.896751 2.394704 -1.889059 0.1 -5.1 1.2 0.889
N 1.222016 0.849812 -1.408114 0.2 4.5 -1.8 -0.622
O 0.146936 2.290957 -3.457302 -0.1 3.1 3.5 -0.489
O -0.191096 3.149858 -0.708243 3.0 -1.0 -1.0 -0.556
C 2.957379 4.380030 -3.051206 1.8 0.0 2.5 -0.107
C 4.363936 5.222160 -3.044102 -0.8 -1.6 2.4 -0.287
C 5.473071 5.099011 -1.842847 -3.2 -1.8 -0.3 0.716
C 6.838349 6.007465 -1.889570 -1.3 1.1 -0.5 -0.235
C 7.035617 6.853499 -0.483321 0.0 -0.6 0.3 -0.846
C 4.314397 6.102311 -4.426410 2.2 3.9 0.5 0.193
O 4.826805 7.290295 -4.762409 -3.5 -8.1 2.1 -0.549
N 3.422337 5.200781 -5.305686 -1.6 2.3 0.9 -0.102
N 4.077593 3.951849 -5.277456 2.4 -3.4 -7.5 -0.420
C 4.304764 3.533814 -6.578756 -0.7 -3.3 -3.9 0.629
O 4.417357 2.910184 -7.772581 -0.7 5.3 10.3 -0.449
C 2.203369 4.825751 -4.436700 -4.7 0.3 0.5 0.306
O 0.916632 4.917225 -4.781403 8.7 -0.6 2.2 -0.538
H 10.756566 2.375628 -0.189275 -0.8 1.5 -1.6 0.289
H 9.816697 4.021262 -0.212037 1.2 -1.7 -1.4 0.136
H 11.018859 3.628742 -1.667558 -1.5 -1.0 1.6 0.311
H 9.390914 1.997570 -2.667768 -1.1 0.9 2.1 0.362
H 8.154170 3.263721 -2.012047 1.7 -1.3 0.8 -0.133
H 8.738114 0.269365 -0.930794 -0.9 2.3 0.5 0.316
H 7.131418 1.166592 -1.338183 2.3 0.2 1.1 0.280
H 8.590833 2.484002 1.226784 -1.1 -1.5 -1.1 0.322
H 8.064018 0.678743 1.371149 -0.5 2.2 -1.2 0.292
H 5.576286 1.470262 0.501505 1.5 1.5 0.9 0.385
H 6.150614 2.046859 2.201688 0.4 0.4 -2.5 0.270
H 7.167943 4.265520 0.573216 -2.3 -0.7 -0.1 -0.249
H 5.548213 4.240075 1.627103 1.3 -0.7 -2.2 0.365
H 3.463002 2.436053 0.280475 0.4 1.8 -2.3 0.229
H 0.933010 0.171458 -2.149307 0.2 0.8 1.1 0.260
H -0.515200 3.062492 -3.469593 1.2 -1.3 -0.5 0.349
H 0.267793 2.935483 0.178398 -1.0 0.3 -1.9 0.363
H 6.657988 6.830472 -2.734338 0.3 -2.0 1.7 0.325
H 7.787998 5.405808 -2.221031 -1.9 1.0 0.9 0.224
H 7.328028 7.980645 -0.689745 -0.4 -2.5 0.4 0.324
H 6.036705 6.855059 0.162326 2.2 -0.1 -1.5 0.248
H 7.868068 6.287229 0.137665 -1.7 1.5 -1.1 0.156
C -2.929598 -0.170469 -2.133114 0.0 0.0 -0.1 -0.926
S -1.702381 -0.479289 -0.840712 0.4 -0.3 -0.2 0.527
O -0.444455 -0.942153 -1.514308 -1.7 -1.0 0.1 -0.655
C -2.521118 -1.939490 -0.155052 0.2 0.2 -0.2 -0.976
H -2.603726 0.689020 -2.723853 0.1 -0.1 0.1 0.271
H -3.016003 -1.044645 -2.782925 0.1 0.0 0.1 0.311
H -3.895348 0.052412 -1.673523 0.1 0.0 0.0 0.359
H -2.632938 -2.702817 -0.928816 0.1 0.2 0.1 0.322
H -3.500476 -1.657449 0.238302 0.1 0.0 0.0 0.367
H -1.905956 -2.334456 0.657011 -0.1 0.1 -0.2 0.364
C -3.374246 -5.996099 2.619622 0.1 0.0 0.1 -0.959
S -4.086939 -5.602825 1.004338 -0.1 0.4 0.1 0.361
O -3.306571 -4.455570 0.434092 -0.3 -0.6 0.4 -0.541
C -5.641643 -4.937230 1.646621 0.4 0.0 0.1 -0.971
H -2.369424 -6.397601 2.467917 -0.2 0.1 -0.1 0.328
H -3.314684 -5.092913 3.231676 0.0 0.0 -0.1 0.296
H -3.991822 -6.747027 3.117899 0.0 0.1 -0.1 0.367
H -5.439931 -4.100313 2.319499 0.1 0.0 -0.1 0.355
H -6.183304 -5.723520 2.177441 0.1 0.2 -0.2 0.477
H -6.244913 -4.588059 0.805185 0.2 -0.1 0.0 0.285
C -9.081430 -6.792516 -0.344165 0.1 -0.1 0.0 -0.980
S -9.075121 -5.720762 1.112900 -0.2 -0.4 0.1 0.556
O -8.104302 -6.303090 2.097153 -0.7 -0.1 -0.3 -0.619
C -10.740555 -6.156620 1.668783 0.0 0.0 0.1 -0.817
H -8.110244 -6.713047 -0.838502 -0.1 0.1 0.1 0.307
H -9.251459 -7.829453 -0.044574 0.0 0.1 0.1 0.305
H -9.864881 -6.467573 -1.032779 0.1 0.0 0.1 0.374
H -10.806495 -7.233376 1.842367 0.1 0.1 0.0 0.296
H -11.468441 -5.853002 0.912863 0.1 0.0 0.0 0.377
H -10.946207 -5.626199 2.601645 0.1 -0.1 0.0 0.175
C -10.126292 -4.631066 7.354564 0.0 -0.1 0.1 -0.943
S -10.439745 -4.186190 5.629580 0.0 -0.3 -0.1 0.481
O -11.117693 -5.355126 4.978177 0.4 0.4 0.3 -0.602
C -8.705236 -4.208038 5.116112 0.1 -0.1 0.0 -0.871
H -11.085067 -4.714112 7.872000 0.1 0.0 -0.2 0.326
H -9.603805 -5.589418 7.404286 -0.1 0.1 -0.1 0.307
H -9.526051 -3.851333 7.829221 -0.1 0.0 -0.1 0.355
H -8.271916 -5.192958 5.305980 -0.1 0.0 -0.1 0.300
H -8.152573 -3.442535 5.665644 -0.1 0.0 0.0 0.440
H -8.656029 -3.990902 4.046392 -0.1 -0.1 0.1 0.206


Entry 2:
79
Properties=species:S:1:pos:R:3:forces:R:3:mulliken_charge:R:1 method="wB97M-V/def2-TZVPD" homo_energy_ha="-0.48476 / -0.48535" e_above_lowest_kcal_mol=0.00 spin_multiplicity=3 charge=+2
Pr 1.231571 -0.083456 1.582498 -1.2 0.9 -2.8 0.433
P -0.144707 -2.231509 -1.424175 -0.9 0.3 -0.5 1.107
P 0.088404 2.564718 0.867535 0.9 -0.6 0.5 0.500
N 2.516114 0.302463 -0.371606 -2.7 -0.5 0.2 0.098
C 1.492425 -1.763317 -2.077941 0.0 0.0 -0.3 -1.055
H 2.076750 -2.699187 -2.135551 -0.3 0.2 0.2 0.395
H 1.302880 -1.557591 -3.156076 0.1 0.4 0.7 0.652
C 2.614342 -0.651562 -1.467107 -0.2 -1.2 0.2 -1.126
H 3.397738 -1.374052 -1.190682 0.1 0.5 -0.5 0.376
H 2.772581 -0.134488 -2.413857 0.8 0.0 0.2 0.405
C 2.320073 1.649545 -0.923559 0.9 1.1 -0.3 -0.517
H 1.652057 1.721269 -1.799041 0.0 -0.5 0.1 0.435
H 3.340943 2.010430 -1.307959 -1.3 -0.2 0.5 0.388
C 1.815794 2.714947 0.090697 0.1 0.2 0.1 -1.415
H 1.785786 3.719170 -0.403532 0.5 -0.7 0.5 0.508
H 2.559589 2.706693 0.909239 -0.2 0.5 -0.1 0.469
C 0.398851 3.302698 2.580797 0.3 0.3 -0.7 0.769
C 0.971659 2.244341 3.546209 -0.1 0.1 -0.1 -1.710
H 1.963016 1.861075 3.230284 -0.1 0.2 0.1 0.349
H 0.274397 1.392268 3.680865 0.0 0.3 0.1 0.211
H 1.116099 2.690588 4.542963 0.0 -0.3 -0.3 0.605
C -0.898544 3.755151 -0.104591 -0.1 -0.1 0.0 0.631
C -2.401024 3.528811 0.132748 0.0 -0.1 -0.3 -1.543
H -2.963511 4.081779 -0.629473 0.0 -0.1 0.2 0.474
H -2.719828 3.879984 1.120541 0.1 -0.1 -0.2 0.343
H -2.654608 2.459679 0.035473 0.0 0.4 0.1 0.240
C -1.384212 -2.758837 -2.669111 0.5 -0.1 -0.8 0.271
C -2.634379 -3.406275 -2.050430 0.0 0.0 0.0 -1.580
H -3.405489 -3.428382 -2.837445 0.2 0.0 0.3 0.516
H -3.025697 -2.824226 -1.201190 0.1 -0.3 -0.3 0.337
H -2.449649 -4.447401 -1.739265 -0.1 0.4 -0.1 0.244
C 0.158981 -3.594634 -0.215526 0.1 0.6 0.4 1.678
C -0.998716 -3.800563 0.767447 -0.1 -0.2 0.3 -1.819
H -0.602579 -4.356678 1.634310 -0.2 0.1 -0.2 0.559
H -1.805776 -4.408955 0.327149 0.3 0.3 0.3 0.394
H -1.411534 -2.840481 1.112623 0.0 -0.3 -0.1 0.232
C -1.067417 -0.728546 -0.861082 -1.2 0.8 -0.3 -0.567
C -0.438707 5.210426 0.093077 0.1 0.3 -0.4 -1.587
H 0.445282 5.322106 0.743335 -0.4 0.0 -0.3 0.364
H -0.173615 5.620478 -0.891673 -0.1 0.1 0.4 0.316
H -1.248174 5.826583 0.502517 0.2 -0.1 -0.1 0.448
C -0.806020 -3.608956 -3.810528 -0.3 -0.2 -0.1 -1.352
H -1.635755 -3.867484 -4.492388 0.5 0.1 0.2 0.434
H -0.047908 -3.052339 -4.375996 -0.2 -0.3 0.1 0.363
H -0.370784 -4.553704 -3.437500 -0.2 0.5 -0.3 0.249
C 0.560037 -4.916445 -0.904258 0.0 -0.3 0.3 -1.625
H 0.886526 -5.636471 -0.117577 -0.2 0.5 -0.5 0.438
H -0.294503 -5.377516 -1.426906 0.4 0.2 0.2 0.306
H 1.398734 -4.805302 -1.601093 -0.2 0.0 0.1 0.362
C -0.861039 3.947048 3.168851 0.0 0.0 0.2 -1.624
H -1.721255 3.263407 3.140157 0.2 0.1 0.0 0.322
H -0.679068 4.198277 4.222935 -0.1 0.0 -0.2 0.479
H -1.129627 4.876786 2.653552 0.1 -0.3 0.1 0.283
H 1.170352 4.068945 2.405507 -0.2 -0.1 0.4 0.547
H 1.037667 -3.242202 0.373238 -0.5 -0.1 -0.4 -0.483
H -0.670059 3.451908 -1.141885 -0.1 0.0 0.3 0.580
H -1.698314 -1.781050 -3.083544 0.1 -0.3 0.0 0.529
O -0.862065 -0.595896 0.542581 1.3 0.4 -0.9 -0.583
H -0.898669 0.118596 -1.631387 1.6 -0.4 1.5 0.215
H -2.165321 -0.646903 -1.310188 1.2 -1.5 2.0 0.429
C 3.698888 -1.489656 5.238045 0.8 -0.1 0.3 -0.980
N 2.309062 -1.726885 4.898135 0.3 0.1 -0.9 0.183
C 1.867631 -2.014694 3.655406 -0.6 -0.5 0.9 -0.267
Se 2.921208 -2.383221 2.141728 -0.3 0.0 0.6 -0.204
N 0.478781 -1.972868 3.729080 0.9 0.0 0.0 0.259
C 0.096148 -1.722005 5.059907 -0.8 0.4 -0.2 0.407
C -1.157926 -1.468685 5.612302 -0.2 -0.1 -0.1 -0.604
C -1.189268 -1.058605 6.945926 -0.6 0.0 -0.1 -0.617
C -0.000409 -0.875997 7.681074 0.2 -0.1 0.0 -0.648
C 1.245112 -1.104463 7.110069 -0.5 -0.3 -0.6 -0.889
C 1.249299 -1.548390 5.786654 0.2 0.4 0.0 0.769
H 3.800357 -1.728396 6.306122 0.3 0.0 -0.5 0.356
H 4.000271 -0.434127 5.086544 -0.4 -0.5 0.0 0.331
H 4.357609 -2.129326 4.619080 -0.4 0.3 0.5 0.383
H -0.133617 -2.330858 3.003502 0.1 -0.3 0.1 0.132
H -2.042875 -1.583494 4.971434 0.2 0.1 0.6 0.473
H -2.165703 -0.858030 7.439048 0.9 -0.2 -0.5 0.389
H -0.063767 -0.537828 8.712302 0.0 -0.1 -0.2 0.429
H 2.189009 -0.963936 7.592538 0.1 0.2 0.6 0.403